[1]
ORCA calculation (wB97M-V/def2-TZVPD) on a 2-piece molecular cluster, C15H27N3O3S overall.

Cartesian coordinates (Å):
C (3.308, 3.153, 0.564)
C (4.016, 1.873, 0.141)
O (5.295, 2.159, -0.413)
C (3.216, 1.059, -0.873)
C (1.774, 0.755, -0.447)
C (1.147, -0.145, -1.430)
N (0.644, -0.851, -2.176)
C (1.642, 0.139, 0.970)
C (2.516, -1.031, 1.115)
N (3.200, -1.941, 1.230)
C (0.179, -0.193, 1.296)
C (-0.656, 1.060, 1.611)
C (-1.804, 1.254, 0.625)
C (-2.406, 2.654, 0.673)
N (-1.621, 3.613, -0.121)
H (4.039, 3.824, 1.017)
H (2.519, 2.985, 1.301)
H (2.877, 3.658, -0.308)
H (4.243, 1.252, 1.013)
H (5.182, 2.801, -1.122)
H (3.735, 0.119, -1.074)
H (3.190, 1.626, -1.810)
H (1.180, 1.675, -0.463)
H (1.986, 0.886, 1.692)
H (0.148, -0.897, 2.129)
H (-0.247, -0.711, 0.433)
H (-1.045, 0.980, 2.630)
H (-0.030, 1.963, 1.589)
H (-1.419, 1.109, -0.394)
H (-2.579, 0.501, 0.779)
H (-3.430, 2.629, 0.297)
H (-2.469, 2.978, 1.721)
H (-2.218, 4.288, -0.578)
H (-0.980, 4.134, 0.463)
O (-4.714, -2.735, -1.178)
S (-3.522, -2.509, -0.401)
O (-3.542, -1.563, 0.690)
C (-2.887, -4.085, 0.165)
C (-1.939, -4.522, -0.947)
C (-1.147, -3.269, -1.344)
C (-2.156, -2.129, -1.512)
H (-3.730, -4.751, 0.336)
H (-2.356, -3.901, 1.099)
H (-1.285, -5.326, -0.614)
H (-2.514, -4.889, -1.800)
H (-0.433, -3.019, -0.556)
H (-0.578, -3.418, -2.260)
H (-1.758, -1.155, -1.241)
H (-2.572, -2.089, -2.517)

The value obtained for the maximum force is 0.48 eV Å⁻¹. For the energy above the lowest of the compared OMol25 structures with the same formula, charge and spin, the calculation gives 151.2 kJ/mol. As for the gap between HOMO and LUMO: 10.113 eV. As for the SMILES: C[C@H](O)C[C@@H](C#N)[C@H](C#N)CCCCN.O=S1(=O)CCCC1.


[2]
ORCA calculation (wB97M-V/def2-TZVPD) on C15H27N3O3Tl as an isolated structure in a non-equilibrium geometry.

Cartesian coordinates (Å):
C (6.493, -4.268, -4.609)
C (6.521, -5.604, -4.687)
H (7.395, -3.684, -4.725)
H (5.587, -3.709, -4.430)
C (5.301, -6.412, -4.531)
C (4.245, -5.962, -3.843)
H (4.223, -4.993, -3.368)
H (3.353, -6.563, -3.734)
C (7.821, -6.309, -4.939)
H (8.636, -5.597, -5.035)
H (7.783, -6.900, -5.855)
H (8.067, -6.994, -4.128)
C (5.255, -7.771, -5.165)
H (6.044, -8.417, -4.780)
H (5.388, -7.712, -6.245)
H (4.302, -8.256, -4.972)
Tl (0.000, 0.000, 0.000)
O (1.377, -0.554, -1.323)
C (1.298, -0.941, -2.509)
O (-1.340, -0.350, -1.423)
C (-1.128, -0.661, -2.594)
O (-2.108, -0.777, -3.453)
N (0.095, -0.946, -3.185)
C (-1.593, -1.054, -4.792)
C (-0.116, -1.383, -4.581)
H (-1.756, -0.160, -5.385)
H (-2.170, -1.877, -5.195)
H (0.520, -0.826, -5.261)
H (0.089, -2.446, -4.674)
C (2.469, -1.405, -3.233)
C (3.659, -1.519, -2.639)
H (2.360, -1.679, -4.271)
H (3.803, -1.271, -1.597)
H (4.519, -1.877, -3.186)
N (0.047, 1.966, 0.816)
C (0.619, 1.779, 2.153)
C (-0.313, 1.030, 3.146)
C (-1.038, -0.245, 2.635)
N (-0.198, -1.115, 1.805)
H (-0.890, 2.425, 0.883)
H (0.692, 2.561, 0.248)
H (1.571, 1.210, 2.053)
H (0.886, 2.762, 2.599)
H (0.321, 0.762, 4.019)
H (-1.104, 1.719, 3.512)
H (-1.432, -0.803, 3.513)
H (-1.931, 0.059, 2.042)
H (-0.715, -2.002, 1.604)
H (0.700, -1.330, 2.294)

The value obtained for the maximum force is 5.03 eV Å⁻¹. For the energy above the lowest of the compared OMol25 structures with the same formula, charge and spin, the calculation gives 533.0 kJ/mol. Its net charge is +1. As for the gap between HOMO and LUMO (spin up / spin down): 4.766 / 6.251 eV.


[3]
ORCA calculation (wB97M-V/def2-TZVPD) on C15H27N3O6Re as an isolated structure in a non-equilibrium geometry.

Cartesian coordinates (Å):
Re (-0.009, 0.359, -0.059)
C (-2.040, 2.583, 0.339)
C (-2.547, 1.892, -0.870)
O (-2.039, 0.511, -0.773)
C (-2.086, -0.145, -2.092)
C (-0.983, 0.451, -2.965)
O (0.074, 0.875, -2.020)
C (1.452, 1.027, -2.546)
C (2.288, 1.574, -1.419)
O (1.995, 0.789, -0.184)
C (2.739, 1.185, 1.024)
C (2.012, 0.498, 2.158)
O (0.544, 0.662, 2.014)
C (0.005, 1.894, 2.601)
C (0.040, 2.954, 1.541)
O (-0.565, 2.352, 0.333)
H (-2.441, 2.173, 1.265)
H (-2.240, 3.655, 0.298)
H (-2.160, 2.343, -1.783)
H (-3.637, 1.888, -0.905)
H (-3.074, -0.004, -2.532)
H (-1.947, -1.205, -1.899)
H (-1.270, 1.319, -3.556)
H (-0.575, -0.312, -3.628)
H (1.438, 1.736, -3.374)
H (1.780, 0.047, -2.897)
H (2.060, 2.617, -1.194)
H (3.350, 1.484, -1.652)
H (2.791, 2.270, 1.086)
H (3.755, 0.795, 0.947)
H (2.324, 0.890, 3.126)
H (2.180, -0.577, 2.157)
H (0.576, 2.174, 3.486)
H (-1.009, 1.654, 2.916)
H (1.035, 3.278, 1.257)
H (-0.524, 3.841, 1.832)
C (1.265, -4.132, -1.396)
N (0.420, -3.493, -0.335)
C (-0.250, -4.232, 0.630)
C (-0.998, -3.657, 1.599)
C (-1.107, -2.238, 1.662)
N (-0.434, -1.544, 0.681)
C (0.276, -2.182, -0.272)
O (0.744, -1.266, -1.053)
N (-1.796, -1.607, 2.578)
H (1.376, -5.183, -1.150)
H (2.238, -3.648, -1.414)
H (0.774, -4.029, -2.361)
H (-0.135, -5.306, 0.557)
H (-1.505, -4.274, 2.330)
H (-2.292, -2.129, 3.293)
H (-1.867, -0.605, 2.618)

As for the spin multiplicity: 2. The value obtained for the maximum force is 1.20 eV Å⁻¹. For the energy above the lowest of the compared OMol25 structures with the same formula, charge and spin, the calculation gives 0.0 kJ/mol. Its net charge is +4. As for the gap between HOMO and LUMO (spin up / spin down): 8.458 / 7.140 eV.


[4]
ORCA calculation (wB97M-V/def2-TZVPD) on a 2-piece molecular cluster, C15H27N6O3P overall in a non-equilibrium geometry.

Cartesian coordinates (Å):
C (2.010, -0.117, 10.898)
C (1.748, -1.076, 9.749)
C (1.903, -0.335, 8.422)
C (2.788, -2.200, 9.780)
N (0.425, -1.695, 9.854)
C (-0.756, -0.898, 10.223)
C (-1.995, -1.702, 9.841)
N (-1.540, -2.937, 9.183)
C (-2.434, -3.700, 8.309)
C (-3.830, -3.808, 8.904)
C (-1.853, -5.113, 8.177)
C (-2.501, -3.076, 6.912)
P (0.045, -2.809, 8.658)
H (1.962, -0.632, 11.862)
H (3.024, 0.277, 10.771)
H (1.317, 0.728, 10.908)
H (1.829, -1.015, 7.566)
H (1.140, 0.442, 8.321)
H (2.893, 0.129, 8.374)
H (2.668, -2.909, 8.948)
H (3.784, -1.751, 9.709)
H (2.723, -2.758, 10.721)
H (-0.766, -0.655, 11.295)
H (-0.773, 0.062, 9.671)
H (-2.607, -1.906, 10.731)
H (-2.621, -1.095, 9.158)
H (-4.327, -2.841, 9.011)
H (-4.430, -4.426, 8.227)
H (-3.806, -4.304, 9.880)
H (-0.848, -5.121, 7.733)
H (-1.796, -5.599, 9.159)
H (-2.517, -5.704, 7.538)
H (-1.535, -3.115, 6.396)
H (-3.214, -3.642, 6.304)
H (-2.821, -2.030, 6.949)
H (0.028, -2.075, 7.387)
C (-3.957, 1.115, 6.108)
O (-2.980, 2.172, 6.077)
C (-1.727, 1.756, 5.878)
N (-1.557, 0.438, 5.789)
C (-0.340, -0.029, 5.505)
C (0.658, 0.910, 5.293)
C (0.423, 2.332, 5.504)
N (1.595, 3.058, 5.430)
O (2.585, 2.099, 5.197)
N (2.005, 0.730, 5.133)
O (2.748, -0.218, 4.993)
N (-0.801, 2.732, 5.797)
H (-4.882, 1.648, 6.263)
H (-3.966, 0.549, 5.161)
H (-3.747, 0.411, 6.929)
H (-0.165, -1.105, 5.388)

The value obtained for the maximum force is 2.99 eV Å⁻¹. For the energy above the lowest of the compared OMol25 structures with the same formula, charge and spin, the calculation gives 0.0 kJ/mol. As for the gap between HOMO and LUMO: 6.185 eV. As for the SMILES: CC(C)(C)N1CCN(C(C)(C)C)P1.COc1ncc2c(no[n+]2[O-])n1.